Record 1
Density functional theory data (ωB97M-V with the def2-TZVPD basis set) for C4H7NO in the gas phase.

Last column: natural (NBO) charge in e.
CARTESIAN COORDINATES (ANGSTROEM)
C1 -1.68701 0.60384 0.03880  0.37
H1 1.04938 1.01682 1.15139  0.22
H2 -0.79745 -1.94358 -0.49646  0.20
N1 -1.63086 -0.46634 0.71292  -0.47
C2 1.43633 0.60265 0.21324  -0.63
H3 0.70787 -0.46012 -1.52536  0.19
H4 1.86419 1.42155 -0.37309  0.22
H5 0.13876 -1.64133 0.97668  0.21
C3 -0.44877 -1.16365 0.18912  -0.28
C4 0.33187 -0.08441 -0.57136  0.07
O1 -0.70520 0.89004 -0.85028  -0.50
H6 2.23626 -0.10637 0.45164  0.21
H7 -2.47874 1.34346 0.09371  0.19

Structure (SMILES): C[C@H]1CN=CO1
HOMO energy, eV: -9.624
Gap between HOMO and LUMO, eV: 10.6308
Energy above the lowest of the compared OMol25 structures with the same formula, charge and spin, eV: 0.9771
LUMO level, eV: 1.0
Charge: 0
2S+1: 1


Record 2
Density functional theory data (ωB97M-V with the def2-TZVPD basis set) for a molecular structure, C2H2NO2S at a distorted geometry.

Last column: natural (NBO) charge in e.
CARTESIAN COORDINATES (ANGSTROEM)
N1 0.03983 0.98527 0.13159  -0.54
O1 -0.39328 -1.17009 -0.18256  -0.74
S1 -1.48088 -0.00794 -0.54752  1.31
H1 1.29907 0.35075 -1.48199  0.14
C1 1.24853 0.56735 -0.38696  -0.42
H2 1.03716 -0.52165 1.44157  0.17
O2 -2.37350 0.17412 0.58798  -1.00
C2 0.62307 -0.37781 0.43789  0.08

HOMO energy (spin up / spin down), eV: -2.020 / -2.019
Gap between HOMO and LUMO (spin up / spin down), eV: 5.9047 / 5.9030
Energy above the lowest of the compared OMol25 structures with the same formula, charge and spin, eV: 5.2910
LUMO level (spin up / spin down), eV: 3.9 / 3.9
Charge: -1
2S+1: 1


Record 3
Density functional theory data (ωB97M-V with the def2-TZVPD basis set) for C7H6BNO2 in the gas phase at a distorted geometry.

Last column: natural (NBO) charge in e.
CARTESIAN COORDINATES (ANGSTROEM)
H1 3.28486 0.44035 -2.08527  0.50
H2 2.40533 -1.89219 0.30101  0.50
C1 -1.75423 -0.38125 -0.87021  -0.21
O1 2.83193 -1.37814 -0.42151  -0.89
H3 -3.13722 0.30163 0.59210  0.22
C2 0.17367 0.42777 0.95567  -0.14
H4 0.88891 0.91333 1.63111  0.23
O2 2.37545 0.61775 -1.77822  -0.87
H5 -2.45727 -0.89271 -1.47310  0.22
N1 -1.82801 1.87993 3.38061  -0.30
C3 -0.41558 -0.59884 -1.10893  -0.15
C4 0.57109 -0.18948 -0.20625  -0.37
C5 -1.56047 1.31986 2.39583  0.28
C6 -1.15281 0.62238 1.23654  -0.18
B1 2.01321 -0.33205 -0.85588  1.12
C7 -2.10465 0.22714 0.30089  -0.15
H6 -0.13421 -1.08547 -1.99439  0.21

Structure (SMILES): N#Cc1cccc(B(O)O)c1
HOMO energy, eV: -9.767
Gap between HOMO and LUMO, eV: 10.0394
Energy above the lowest of the compared OMol25 structures with the same formula, charge and spin, eV: 0.2506
LUMO level, eV: 0.3
Charge: 0
2S+1: 1


Record 4
Density functional theory data (ωB97M-V with the def2-TZVPD basis set) for 2 unconnected molecules or ions with the total composition C5H14N2O2 at a distorted geometry.

Last column: natural (NBO) charge in e.
CARTESIAN COORDINATES (ANGSTROEM)
H1 3.10201 0.41562 0.76424  0.37
H2 -1.70576 -1.96159 0.48569  0.17
O1 0.42896 2.07183 -0.45662  -0.77
H3 -0.25141 -1.55084 2.68913  0.38
N1 2.25430 -0.11933 0.59124  -0.81
H4 1.21150 1.12726 1.93188  0.19
C1 1.28465 0.23773 1.30834  0.27
C2 -2.22406 -0.34729 -0.80862  -0.64
C3 1.10433 1.69955 -1.62339  -0.25
H5 1.36546 2.59582 -2.19091  0.18
O2 -0.23149 -1.78884 -0.84995  -0.73
H6 -1.16358 0.30151 1.65615  0.21
H7 -1.77777 0.49996 -1.32367  0.21
H8 0.50780 1.03022 -2.26576  0.15
H9 2.04943 1.17173 -1.41942  0.17
H10 -2.99421 0.03578 -0.13937  0.21
N2 0.30817 -1.18171 1.91747  -0.75
H11 0.71020 -1.94019 1.36429  0.41
H12 -2.70655 -1.00935 -1.52547  0.22
H13 -0.06899 1.25521 -0.01871  0.49
C4 -0.46661 -0.26959 1.03265  -0.25
C5 -1.18044 -1.13298 -0.01589  0.08
H14 0.44406 -1.14053 -1.10330  0.48

HOMO energy, eV: -8.340
Gap between HOMO and LUMO, eV: 9.1189
Energy above the lowest of the compared OMol25 structures with the same formula, charge and spin, eV: 5.2385
LUMO level, eV: 0.8
Charge: 0
2S+1: 1


Record 5
Density functional theory data (ωB97M-V with the def2-TZVPD basis set) for 2 unconnected molecules or ions with the total composition C9H10FI at a distorted geometry.

Last column: natural (NBO) charge in e.
CARTESIAN COORDINATES (ANGSTROEM)
H1 1.57868 1.48709 -1.41325  0.24
H2 -0.72858 1.50153 -0.41512  0.21
C1 0.62588 -0.70286 0.39700  -0.24
C2 0.03978 2.18991 -0.07427  -0.61
H3 -2.18536 -3.35848 0.48386  0.22
I1 3.63815 -0.43046 0.01465  0.24
C3 0.57676 -1.71789 -0.55994  -0.19
C4 1.43069 1.62851 -0.33532  -0.53
C5 1.68037 0.31118 0.31720  0.36
F1 1.89709 0.89095 2.12323  -0.56
H4 2.18915 2.33766 0.00582  0.25
H5 -2.11055 -1.56790 2.18832  0.22
H6 -0.31596 0.10257 2.14402  0.24
C6 -1.40629 -2.61087 0.45571  -0.20
C7 -0.43698 -2.65545 -0.53318  -0.21
C8 -1.36284 -1.60991 1.41057  -0.21
H7 -0.09600 2.37204 0.98756  0.23
H8 -0.46030 -3.43171 -1.28357  0.22
H9 1.32758 -1.76672 -1.33590  0.22
H10 -0.07666 3.13147 -0.60311  0.22
C9 -0.35966 -0.65842 1.38075  -0.11

HOMO energy, eV: -9.588
Gap between HOMO and LUMO, eV: 9.4227
Energy above the lowest of the compared OMol25 structures with the same formula, charge and spin, eV: 0.0000
LUMO level, eV: -0.2
Charge: 0
2S+1: 1


Record 6
Density functional theory data (ωB97M-V with the def2-TZVPD basis set) for C3H4O2 in the gas phase at a distorted geometry.

Last column: natural (NBO) charge in e.
CARTESIAN COORDINATES (ANGSTROEM)
C1 0.97892 0.95901 0.16556  -0.20
O1 -2.23496 -0.06152 0.11471  -0.62
O2 -0.37599 1.38945 -0.05625  -0.40
C2 -0.96678 0.23178 -0.19005  0.65
H1 0.52752 -1.21724 -0.92972  0.24
H2 0.33954 -1.22473 0.92008  0.26
H3 -2.61681 0.72223 0.29409  0.49
C3 0.36520 -0.49764 -0.03927  -0.57
H4 1.72698 1.07040 -0.51450  0.15

HOMO energy (spin up / spin down), eV: -7.220 / -7.275
Gap between HOMO and LUMO (spin up / spin down), eV: 7.4800 / 7.5564
Energy above the lowest of the compared OMol25 structures with the same formula, charge and spin, eV: 5.3257
LUMO level (spin up / spin down), eV: 0.3 / 0.3
Charge: 0
2S+1: 1